ORCA calculation (ωB97M-V/def2-TZVPD) on an isolated molecule of C5H4N2.

- E: -302.360015 Eh
- SMILES: C#Cc1cn[nH]c1
- Energy relative to the best compared isomer or geometry (same formula, charge and spin): 42.9 kcal per mole
- Gap between HOMO and LUMO: 9.84 eV
- LUMO: 0.94 eV
- Multiplicity: 1

Positions of all 11 atoms, in Å:
C  2.76596  -0.57782  0.20816
C  1.63150  -0.17182  0.17697
C  0.24738  0.15750  0.07664
C  -0.77979  -0.70108  0.41492
N  -1.91890  -0.11098  0.00369
N  -1.71905  1.08334  -0.57348
C  -0.41053  1.26287  -0.52509
H  3.76011  -0.96614  0.20072
H  -0.74872  -1.65416  0.92246
H  -2.84958  -0.49631  0.01126
H  0.02162  2.17459  -0.91623



ORCA calculation (ωB97M-V/def2-TZVPD) on a cluster of 4 separate species, C10H28O6 in total.

- E: -848.780648 Eh
- Gap between HOMO and LUMO (alpha / beta): 10.16 / 3.11 eV
- Net charge: +1
- LUMO (alpha / beta): -2.76 / -9.20 eV
- Multiplicity: 2
- <S²>: 0.7550

Positions of all 44 atoms, in Å:
C  1.36487  -1.90631  -0.07382
C  0.29455  -1.08852  -0.72792
O  0.64993  0.14621  -0.39623
O  1.47780  -1.80585  1.37106
H  2.29832  -1.81432  -0.62906
H  1.09803  -2.94811  -0.25149
H  -0.61182  -1.33061  -0.17295
H  0.17918  -1.14278  -1.81044
H  0.95018  0.23658  0.51112
H  1.13704  -2.59972  1.78970
C  2.61419  2.61022  -2.63911
C  2.16549  1.45669  -3.57147
O  0.89531  1.77312  -4.13890
O  3.22203  3.79613  -3.17451
H  3.48553  2.27302  -2.07772
H  1.84844  2.81375  -1.89058
H  2.25902  0.44204  -3.18440
H  2.79261  1.40148  -4.46129
H  0.54130  1.15270  -4.78026
H  2.54792  4.41348  -3.46784
C  -1.29287  3.35651  -2.22709
C  -2.24420  3.01202  -1.08466
C  -1.46258  2.53510  0.09936
O  -2.77755  4.19823  -0.66581
H  -1.76499  3.98470  -2.98246
H  -1.03439  2.37011  -2.61220
H  -0.48880  4.04884  -1.97759
H  -3.02517  2.39249  -1.52553
H  -0.55968  3.13755  0.19905
H  -1.22415  1.47767  -0.01506
H  -2.08924  2.51982  0.99107
H  -3.69577  4.13286  -0.93817
C  -1.91248  -4.43991  3.50728
C  -0.70375  -3.47472  3.47244
C  -0.10620  -3.08823  4.81262
O  0.27130  -3.92183  2.57452
H  -1.83421  -5.27516  4.20322
H  -2.21557  -4.94274  2.58891
H  -2.67227  -3.75391  3.88172
H  -1.00515  -2.51664  3.04897
H  0.00452  -3.94864  5.47257
H  -0.84672  -2.40462  5.22784
H  0.84838  -2.56873  4.72895
H  0.62176  -4.70988  2.99613



ORCA calculation (ωB97M-V/def2-TZVPD) on a cluster of 4 separate species, C30H66F5N6O3P2S in total.

- E: -3316.985007 Eh
- Gap between HOMO and LUMO: 6.85 eV
- Net charge: -1
- LUMO: 2.30 eV
- Multiplicity: 1

Positions of all 113 atoms, in Å:
C  -2.95576  -4.37482  -2.37269
C  -1.87479  -3.34559  -2.83850
F  -2.52451  -2.48929  -3.78589
P  -1.31641  -2.30527  -1.32663
O  0.36973  -2.78319  -1.37735
C  1.11394  -1.55034  -1.35493
C  1.44845  -0.90720  0.03070
C  1.99557  -1.91918  1.09479
C  0.91542  -2.85292  1.75112
C  0.10864  -2.22681  2.97286
S  0.41567  -0.44786  3.30034
C  -1.04904  0.39333  2.63308
N  -1.99252  -0.25153  1.93819
N  -2.93490  0.65248  1.55488
C  -2.53956  1.82329  2.04269
O  -1.33917  1.73928  2.77132
C  0.43663  -0.68371  -2.50214
P  0.84996  -1.09719  -4.31019
N  1.52003  -2.52174  -4.53280
C  0.51015  0.88681  -2.45823
F  1.83996  1.28372  -2.74392
F  0.13161  1.45346  -1.26345
C  -0.39450  1.59049  -3.58457
F  -1.16164  2.58344  -2.95845
F  0.38099  2.27636  -4.51097
O  -0.97951  -0.88656  -2.32896
H  -2.62382  -4.98925  -1.49376
H  -3.88925  -3.79676  -2.12815
H  -3.22508  -5.10683  -3.17887
H  -0.95102  -3.82556  -3.26444
H  -1.58996  -3.36488  -0.35563
H  -2.68821  -1.79820  -1.31115
H  -1.18169  -1.48803  -0.13801
H  2.10499  -1.89713  -1.78015
H  0.56543  -0.31666  0.38669
H  2.27209  -0.15461  -0.15112
H  2.64259  -1.40457  1.85845
H  2.70560  -2.60197  0.53986
H  1.47924  -3.73752  2.17042
H  0.18187  -3.28039  1.02617
H  -0.98486  -2.39308  2.76722
H  0.32529  -2.81574  3.90262
H  -3.12872  2.73993  1.85912
H  1.73741  -0.12044  -4.87889
H  -0.38995  -0.99187  -5.02203
H  1.64051  -2.96661  -3.61906
H  -1.13133  0.89872  -4.04878
C  -0.35232  4.89738  1.36125
C  -1.51692  5.55478  2.08709
N  -1.14774  6.74642  2.83667
C  -2.18262  7.19138  3.75935
C  -3.51181  7.66489  3.16700
C  -0.48951  7.80034  2.07934
C  -1.22280  8.37516  0.86524
H  0.47021  4.68257  2.04720
H  -0.67576  3.95054  0.92360
H  0.02922  5.52197  0.55056
H  -1.91206  4.81072  2.78684
H  -2.31692  5.76194  1.36213
H  -1.77820  7.98489  4.39629
H  -2.39636  6.36460  4.44611
H  -3.42153  8.64701  2.70242
H  -4.25596  7.75604  3.96256
H  -3.91042  6.96627  2.42894
H  0.47838  7.41948  1.73749
H  -0.22960  8.62090  2.75571
H  -1.65042  7.59826  0.22801
H  -0.52163  8.94587  0.25046
H  -2.01844  9.06062  1.15718
C  8.03155  1.69726  -6.15056
C  7.37042  0.62655  -5.29279
N  7.02740  1.08502  -3.95653
C  6.67625  0.00149  -3.04674
C  5.42478  -0.81725  -3.36481
C  6.17628  2.26475  -3.88258
C  4.81724  2.21232  -4.58406
H  8.90242  2.12446  -5.64758
H  8.37024  1.25953  -7.09277
H  7.34067  2.50631  -6.39764
H  8.08254  -0.20040  -5.20556
H  6.49627  0.23092  -5.82791
H  6.58815  0.40005  -2.03089
H  7.52768  -0.68789  -3.00226
H  4.51192  -0.26089  -3.14996
H  5.40471  -1.71440  -2.74118
H  5.39460  -1.14600  -4.40519
H  6.73454  3.11322  -4.29366
H  6.02117  2.53119  -2.83260
H  4.88254  1.79808  -5.59295
H  4.41370  3.22409  -4.67698
H  4.08892  1.63269  -4.01852
C  -5.61102  -6.59299  5.56337
C  -5.39844  -5.60619  4.42272
N  -4.31042  -4.67240  4.65981
C  -4.29489  -3.55214  3.72436
C  -4.04807  -3.86054  2.24776
C  -3.01183  -5.26173  4.94901
C  -2.41567  -6.22315  3.91808
H  -5.74129  -6.07372  6.51585
H  -6.51128  -7.18417  5.37836
H  -4.77704  -7.29200  5.65926
H  -6.32737  -5.03794  4.31209
H  -5.26180  -6.16670  3.48747
H  -3.55680  -2.81579  4.05868
H  -5.25843  -3.03581  3.80392
H  -3.00479  -4.11185  2.05561
H  -4.27754  -2.97848  1.64597
H  -4.67630  -4.67549  1.88119
H  -3.08496  -5.79533  5.90334
H  -2.28994  -4.46263  5.14483
H  -3.14274  -6.95437  3.55771
H  -1.59345  -6.78344  4.37236
H  -2.00227  -5.69428  3.05974



ORCA calculation (ωB97M-V/def2-TZVPD) on a cluster of 2 separate species, C2HF3NOS in total.

- E: -904.650071 Eh
- Energy relative to the best compared isomer or geometry (same formula, charge and spin): 28.9 kcal per mole
- Gap between HOMO and LUMO: 7.16 eV
- Net charge: -1
- LUMO: 3.82 eV
- Multiplicity: 1

Positions of all 9 atoms, in Å:
C  -1.23351  1.28090  -2.27268
C  0.82550  -1.06297  1.23345
N  -1.04018  1.22185  -1.13033
O  -1.53379  1.07157  -3.40719
F  1.53540  -0.57305  2.39945
F  -0.07091  -1.93242  1.71020
F  1.72223  -1.69381  0.50819
S  -0.48981  1.88083  0.32217
H  0.28507  -0.19290  0.63674